C22H21NO3S2 in the gas phase. Source: the Open Molecules 2025 dataset; level of theory: ωB97M-V/def2-TZVPD.

```
49
Properties=species:S:1:pos:R:3:forces:R:3
S 1.795 -1.509 0.144 0.25 0.53 -0.11
S 4.245 0.138 -0.108 -1.84 -0.09 0.91
O -0.136 1.119 2.104 0.11 -0.34 -0.07
O 2.946 2.114 3.787 0.41 -0.47 0.48
O 1.622 3.810 3.299 -0.10 -0.01 -0.72
N 1.946 0.848 1.282 1.46 -0.56 -1.12
C -1.282 -5.246 -0.113 -0.09 0.03 0.52
C 2.390 2.257 1.459 -0.80 1.35 0.79
C -3.130 -0.489 0.459 0.24 0.38 0.26
C -0.997 -2.814 0.027 0.60 -1.46 -0.54
C 1.725 1.951 -3.617 -0.28 0.19 1.21
C 1.597 3.205 0.562 -1.18 -0.76 -0.53
C 2.670 -0.031 0.488 2.11 -0.05 -0.45
C -1.152 -3.961 -2.145 -0.12 1.46 0.75
C 1.632 2.747 -0.892 -0.23 0.08 -0.14
C -1.078 -4.092 0.654 -0.28 0.64 -1.19
C -1.361 -5.181 -1.515 0.57 0.17 0.25
C 0.650 0.407 1.503 -1.63 1.72 1.07
C 0.468 2.354 -1.562 0.59 -0.38 -0.58
C 2.337 2.725 2.962 -0.04 -1.11 -0.44
C 2.893 2.292 -2.931 -0.04 0.49 0.49
C -4.523 -0.163 1.000 0.12 0.26 -0.15
C 0.333 -0.886 0.888 -1.56 -1.89 -0.23
C -0.994 -2.764 -1.381 -0.06 -0.92 0.17
C -2.185 -1.147 1.500 0.40 0.06 0.17
C 2.836 2.716 -1.588 -0.29 0.17 -0.90
C 0.499 1.992 -2.923 0.44 0.01 0.69
C -0.863 -1.594 0.853 0.81 1.95 0.38
H -5.021 -1.041 1.383 -0.01 -0.42 0.28
H -1.392 -6.205 0.427 0.13 0.59 -0.55
H 0.549 3.254 0.914 0.49 -0.05 -0.20
H 1.805 1.648 -4.642 -0.21 -0.08 -0.36
H -1.139 -3.824 -3.225 -0.04 -0.41 0.18
H 3.858 2.294 -3.451 -0.42 -0.08 0.22
H -5.190 0.196 0.195 0.44 0.20 0.40
H -2.004 -0.500 2.356 0.16 0.45 -0.29
H -0.456 2.257 -1.007 -0.18 0.26 -0.02
H -0.845 -1.806 -1.887 -0.11 -0.33 0.16
H -3.235 -1.131 -0.405 0.06 -0.36 -0.23
H -0.458 1.728 -3.364 0.30 -0.05 -0.28
H 3.446 2.390 1.186 -0.23 -0.90 0.12
H -0.976 -4.133 1.727 -0.12 -0.17 0.15
H -2.661 0.440 0.083 -0.07 -0.34 0.24
H 1.990 4.205 0.648 0.33 0.36 0.11
H -1.469 -6.091 -2.106 -0.11 0.24 0.20
H 1.704 3.863 4.267 0.02 0.07 -0.16
H -4.441 0.566 1.819 -0.25 -0.06 -0.31
H -2.662 -2.014 1.982 0.01 -0.15 -0.57
H 3.716 3.105 -1.096 0.25 -0.21 -0.04
```
Forces are in eV/Å.

Values from the calculation:
SMILES	CCC/C(=C1/SC(=S)N([C@@H](Cc2ccccc2)C(=O)O)C1=O)c1ccccc1
strongest force on any atom	2.60	eV Å⁻¹
HOMO level	-8.3	eV

A molecular structure, C22H22AuN2OSi. Source: the Open Molecules 2025 dataset; level of theory: ωB97M-V/def2-TZVPD.

```
49
Properties=species:S:1:pos:R:3:forces:R:3
Au -0.214 -0.087 -1.256 0.05 0.14 -0.12
Si 2.711 0.032 -2.305 -0.10 -0.02 -0.24
O 0.105 0.186 1.346 -0.09 0.24 0.08
N -7.653 0.024 -1.317 0.03 0.00 0.00
N 1.855 0.031 -0.820 0.06 0.03 0.57
C 2.375 1.609 -3.272 -0.04 0.08 -0.06
C -2.954 1.101 -1.647 0.03 -0.05 -0.03
C -4.338 1.142 -1.610 -0.03 -0.01 -0.02
C 4.141 0.702 2.058 0.00 -0.01 -0.03
C -0.807 -0.114 2.313 0.06 -0.12 -0.01
C -1.707 -1.584 3.977 0.04 -0.01 -0.02
C -2.948 0.352 3.291 0.04 -0.04 0.02
C -4.378 -1.241 -1.295 -0.04 -0.02 -0.02
C 1.456 0.315 1.601 0.06 -0.08 -0.10
C 4.595 -0.142 -2.308 0.07 -0.02 0.15
C -0.689 -1.256 3.092 -0.02 -0.09 0.13
C 3.671 0.488 0.770 -0.07 0.01 -0.04
C -6.502 -0.002 -1.364 0.12 -0.01 -0.03
C -2.221 -0.094 -1.502 -0.12 -0.03 0.00
C -2.994 -1.259 -1.339 0.00 0.02 -0.02
C 1.918 0.535 2.884 0.05 0.03 -0.02
C 2.309 0.274 0.458 0.04 -0.10 -0.13
C 3.273 0.725 3.135 -0.03 0.00 -0.02
C -1.930 0.695 2.413 -0.01 0.03 -0.07
C -5.065 -0.035 -1.426 -0.04 0.01 0.02
C -2.839 -0.787 4.080 -0.03 0.05 -0.03
C 2.130 -1.407 -3.363 -0.04 -0.05 -0.09
H 2.623 -1.377 -4.342 -0.03 -0.02 0.05
H 1.049 -1.369 -3.519 0.06 -0.01 0.01
H -4.938 -2.158 -1.152 0.00 -0.01 0.00
H 5.204 0.855 2.212 -0.01 -0.01 -0.02
H -1.996 1.563 1.770 -0.03 -0.03 0.02
H 4.942 -0.986 -1.705 -0.01 0.03 -0.04
H -2.492 -2.214 -1.232 -0.01 0.02 0.02
H -4.868 2.081 -1.717 0.01 0.01 0.00
H 3.626 0.897 4.143 0.00 0.00 0.00
H 1.202 0.562 3.696 0.01 0.02 0.00
H 1.301 1.725 -3.438 0.05 0.00 0.01
H 5.109 0.758 -1.961 0.00 -0.03 -0.04
H -2.420 2.033 -1.787 0.00 0.00 0.02
H 0.193 -1.878 2.996 -0.02 0.01 -0.02
H -3.832 0.974 3.353 0.01 -0.01 0.00
H 4.903 -0.321 -3.343 -0.01 0.00 0.01
H -3.638 -1.060 4.759 0.02 0.01 0.00
H 2.368 -2.365 -2.890 -0.01 0.05 0.00
H -1.619 -2.481 4.579 0.00 0.01 0.00
H 4.379 0.478 -0.043 0.01 0.01 0.07
H 2.727 2.490 -2.725 -0.01 -0.04 -0.01
H 2.877 1.589 -4.246 -0.03 0.01 0.05
```
Forces are in eV/Å.

Values from the calculation:
strongest force on any atom	0.58	eV Å⁻¹
HOMO level	-4.1	eV
total charge	-1